[1]
61
Properties=species:S:1:pos:R:3:forces:R:3 method="wB97M-V/def2-TZVPD" gap_ev=5.9 total_energy_ha=-12520.6747 total_charge=-2 multiplicity=1
Ba 0.5493 0.0404 -0.1221 0.9 -0.4 2.9
Br 0.0629 4.2611 5.9536 0.0 -0.1 0.0
C 0.6782 2.9611 4.7106 -0.1 -0.2 -0.3
C 1.9007 2.3479 4.8822 0.0 -0.2 -0.3
Br 3.0035 2.7463 6.3763 0.0 0.0 -0.1
C 2.3388 1.4093 3.9061 -0.3 0.1 -0.1
Br 3.9969 0.4914 4.0802 0.1 0.0 0.0
C 1.6135 1.0910 2.7418 0.0 0.3 0.2
O 2.0227 0.2864 1.8215 0.6 0.5 1.6
C 0.2585 1.6798 2.6087 0.1 0.1 0.2
O -0.4774 1.2903 1.6283 -0.2 1.2 1.8
C -0.1252 2.6175 3.5889 0.2 -0.2 0.0
Br -1.8496 3.3673 3.3349 0.0 0.0 0.1
O -0.8184 1.5254 -1.3979 -1.5 1.2 -1.5
C -1.4387 1.3485 -2.4324 0.1 -0.4 0.1
C -1.7503 0.0547 -3.0561 0.1 0.3 0.2
C -2.4648 0.1102 -4.2385 0.0 0.2 -0.1
C -2.7984 -1.0388 -4.9170 -0.2 -0.2 -0.5
C -2.4024 -2.2976 -4.4228 0.0 0.0 0.0
C -1.6975 -2.3879 -3.2598 0.0 0.1 0.0
C -1.3439 -1.2179 -2.4932 0.1 0.0 0.3
O -0.7236 -1.3086 -1.3955 -2.3 -1.9 -2.6
N -3.5644 -0.9527 -6.1511 0.2 -0.1 0.6
O -3.9245 0.1445 -6.5486 0.0 0.2 -0.1
O -3.8412 -1.9928 -6.7336 0.0 -0.1 -0.1
H -1.8284 2.2198 -2.9866 0.0 0.0 -0.1
H -2.7622 1.0711 -4.6430 0.0 0.0 0.0
H -2.6717 -3.1818 -4.9833 0.0 0.0 0.0
H -1.3870 -3.3447 -2.8575 0.0 0.0 0.0
N 1.3799 -2.3378 2.7846 -0.1 0.0 0.0
C 0.0722 -1.9846 2.8829 -0.2 -0.2 -0.3
N -0.2387 -1.1423 3.8898 0.0 0.0 0.0
S -1.1013 -2.5871 1.8276 0.3 0.0 0.3
H 2.0530 -1.6290 3.0573 0.0 0.0 -0.1
H 1.6113 -2.7652 1.9016 0.0 -0.1 0.0
H 0.5027 -0.5675 4.2720 0.0 0.0 0.0
H -1.1243 -0.6745 3.7730 0.0 0.0 0.0
C 3.8662 -3.0064 -3.1503 0.0 0.0 0.0
C 4.7576 -2.0203 -2.3960 -0.1 -0.1 -0.1
C 4.2370 -0.5838 -2.4178 -0.3 0.1 -0.2
C 5.1854 0.3126 -1.5904 0.0 0.0 0.1
C 4.8123 1.7897 -1.5068 0.0 0.0 0.0
C 4.2306 -0.0710 -3.8463 0.1 0.1 0.0
O 5.1658 -0.2623 -4.6077 -0.1 0.0 0.0
N 3.1403 0.6585 -4.2162 0.2 -0.3 0.3
C 2.0310 0.9957 -3.3923 0.1 -0.2 0.3
O 1.2352 1.7883 -3.8693 0.0 -0.1 0.2
N 1.9203 0.3876 -2.1747 1.3 0.1 -1.9
C 2.8555 -0.5088 -1.7631 -0.1 -0.2 -0.1
O 2.6486 -1.2543 -0.7854 0.9 0.2 -0.9
H 4.2886 -4.0137 -3.1280 0.0 0.0 0.0
H 3.7610 -2.7210 -4.2016 0.0 0.0 0.1
H 2.8701 -3.0549 -2.7037 0.1 0.0 0.0
H 5.7566 -2.0127 -2.8310 0.1 0.0 0.0
H 4.8371 -2.3135 -1.3498 0.0 0.0 0.0
H 6.1786 0.1996 -2.0313 0.0 0.0 0.0
H 5.2101 -0.1178 -0.5869 0.0 0.0 0.0
H 4.7704 2.2573 -2.4961 0.0 -0.1 0.1
H 5.5581 2.3266 -0.9179 0.0 0.0 0.0
H 3.8453 1.9410 -1.0221 0.1 -0.1 0.0
H 3.1343 1.0572 -5.1411 0.0 0.1 0.0

---

[2]
59
Properties=species:S:1:pos:R:3:forces:R:3 method="wB97M-V/def2-TZVPD" de_lowest_kj_mol=171.5 gap_ev=7.0 total_energy_ha=-6765.0934 multiplicity=1
Tl 0.5214 -1.1064 1.0420 0.1 -0.4 1.1
C -1.2076 3.2005 -2.4558 -0.3 -0.1 -0.2
N -0.6667 1.8987 -2.1109 -0.6 -0.3 0.0
C 0.4003 1.3094 -2.7275 -0.4 -0.3 -0.2
C 0.7040 0.1973 -1.9908 -1.1 -0.1 -1.6
N -0.1407 0.1089 -0.9227 -0.1 0.4 -1.1
C -0.9557 1.1406 -1.0128 -0.2 0.4 -0.3
P -2.3681 1.4802 0.0834 -0.1 0.1 0.0
C -2.8760 -0.2371 0.3962 0.0 0.0 -0.2
N -2.1068 -1.2561 0.7133 0.1 -0.1 0.3
C -2.9087 -2.3498 0.8099 -0.1 0.0 -0.2
C -4.1957 -1.9923 0.5150 0.1 0.0 0.0
N -4.1682 -0.6519 0.2419 0.0 0.0 0.2
C -5.3129 0.1382 -0.1791 0.0 0.0 0.0
C -1.5302 1.9220 1.6321 0.0 0.0 0.2
N -0.9111 1.1137 2.4695 0.0 -0.2 0.0
C -0.4573 1.8968 3.4902 0.1 -0.1 -0.1
C -0.7978 3.1973 3.2624 0.0 0.0 -0.1
N -1.4952 3.2067 2.0891 -0.2 0.2 0.0
C -1.9719 4.4019 1.4208 0.0 0.0 0.1
H -1.1904 3.3201 -3.5369 0.0 -0.1 0.0
H -0.6107 3.9867 -1.9927 -0.1 -0.1 -0.1
H -2.2360 3.2707 -2.1093 0.0 0.0 0.0
H 0.8365 1.7240 -3.6199 0.0 0.0 0.0
H 1.4602 -0.5512 -2.1635 -0.3 0.6 -0.3
H -2.5091 -3.3225 1.0448 0.0 0.0 0.0
H -5.1086 -2.5602 0.4701 0.0 0.0 0.0
H -6.2197 -0.3859 0.1122 0.0 0.0 0.0
H -5.3127 0.2784 -1.2596 0.0 0.0 0.0
H -5.2975 1.1104 0.3059 0.0 0.0 0.0
H 0.0959 1.4867 4.3182 0.0 0.0 0.0
H -0.5926 4.1019 3.8071 0.0 0.0 0.0
H -2.3258 5.1100 2.1670 0.0 0.0 0.0
H -2.7979 4.1457 0.7616 0.0 0.0 0.0
H -1.1648 4.8554 0.8445 0.0 0.0 0.0
Cl 3.1135 -7.5599 -0.9459 0.0 0.0 0.0
C 2.7329 -5.8889 -0.9462 0.2 0.1 -0.2
C 3.6580 -4.9702 -1.6211 -0.2 -0.2 -0.2
Cl 5.0598 -5.6270 -2.3550 0.1 0.0 0.0
C 3.4535 -3.6429 -1.6159 -0.1 -0.3 -0.4
Cl 4.5508 -2.5305 -2.3198 0.0 0.0 0.0
C 2.2190 -3.0586 -1.0606 0.3 -1.0 0.4
O 1.8817 -1.9130 -1.2806 0.1 -0.5 0.2
C 1.2537 -4.0141 -0.3604 0.1 -0.2 -0.4
O 0.1623 -3.6228 -0.0076 -0.3 0.2 0.1
C 1.6497 -5.4363 -0.2931 0.0 0.0 -0.1
Cl 0.5942 -6.4615 0.5732 0.0 0.0 0.0
S 0.8738 3.5138 -0.2160 0.9 0.5 0.6
C 1.9827 2.3706 0.2997 0.4 -0.4 0.2
N 2.3782 1.3863 -0.5787 1.1 0.8 1.2
C 3.2645 0.4146 -0.2837 0.0 0.3 -0.1
C 3.8179 0.3819 0.9569 0.0 0.1 0.1
C 3.3898 1.3923 1.8379 0.0 -0.1 0.0
N 2.5239 2.3355 1.5458 -0.1 0.1 -0.1
H 1.9151 1.3973 -1.4788 0.4 0.3 0.1
H 3.4512 -0.3184 -1.0557 0.1 0.0 0.0
H 4.4872 -0.4090 1.2547 0.0 0.0 0.0
H 3.7742 1.4078 2.8538 0.0 0.0 0.0
Br 3.2307 -3.3360 1.1814 0.4 0.3 1.0

---

[3]
46
Properties=species:S:1:pos:R:3:forces:R:3 method="wB97M-V/def2-TZVPD" de_lowest_kj_mol=12.0 gap_ev=8.1 total_energy_ha=-4006.6828 multiplicity=1
Br -4.2625 1.5622 -2.0765 0.6 0.1 0.1
N -0.6669 -1.0686 1.7076 2.3 0.5 0.6
O -5.0410 -2.1169 0.4388 -0.5 0.0 0.3
S 2.3908 0.1451 4.8460 -0.2 -1.1 -0.8
C 3.2360 -1.1945 4.0836 -0.7 0.8 -0.1
C 1.1812 0.1331 3.5919 0.9 -0.3 -0.3
C 2.6766 -1.5593 2.9042 -0.3 0.7 0.3
C 1.5166 -0.7586 2.5940 -0.3 0.1 0.7
C 0.6470 -0.9709 1.4272 -0.8 -0.3 -0.9
C -1.8755 2.1018 -0.5262 -1.5 -0.4 0.1
C -1.5384 2.0520 -2.9020 0.6 0.0 0.3
C -0.5428 2.3213 -0.3138 0.5 -0.4 0.0
C -0.1655 2.3006 -2.6911 -1.3 -0.6 2.0
C -3.2970 -2.3657 -1.1820 2.3 0.3 0.2
C -2.3954 1.9229 -1.8215 0.6 0.3 0.6
C -3.7327 -2.0011 0.1320 0.6 0.0 -0.4
C 1.1998 -1.1157 0.0982 -2.3 -1.4 -0.3
C 0.3422 2.3667 -1.3754 0.4 0.9 -1.0
C -2.8538 -1.5620 1.1023 -1.4 -0.3 -1.0
C -1.9305 -2.2355 -1.5061 -3.1 -0.1 0.3
C 0.2583 -1.5106 -0.8959 1.7 0.7 2.8
C -1.5168 -1.4191 0.7504 0.1 0.1 0.3
C -1.0708 -1.6999 -0.5360 0.4 -0.5 -1.7
N 2.6463 0.3230 -1.1109 1.1 1.4 -0.6
C 2.6313 -0.8903 -0.2991 -0.4 0.1 0.2
C 1.7967 2.7374 -1.0983 -0.7 -0.3 -0.1
C 2.6336 1.6550 -0.4439 -0.2 -1.0 1.5
H -5.5383 -2.3816 -0.3399 0.0 0.0 0.0
H 4.1061 -1.6598 4.4770 0.5 0.0 0.6
H 0.2977 0.7794 3.6018 0.6 -0.3 0.1
H 3.0934 -2.3700 2.3138 -0.3 0.2 -0.1
H -2.5391 2.0672 0.3365 0.0 -0.1 -0.3
H -1.9161 1.9561 -3.9004 -0.1 0.0 -0.4
H -0.1427 2.4228 0.6907 -0.2 0.0 0.0
H 0.4673 2.4303 -3.5193 0.8 0.1 -1.0
H -3.9953 -2.7733 -1.8947 -0.2 0.0 -0.1
H -3.1907 -1.3145 2.0933 0.0 0.0 0.2
H -1.5781 -2.5072 -2.4990 0.0 0.1 0.2
H 0.5487 -1.7391 -1.8963 0.3 0.0 -0.6
H 1.9714 0.2755 -1.8714 0.1 0.0 0.4
H 2.9967 -1.7606 -0.9026 -0.2 0.8 0.5
H 3.2429 -0.8102 0.6221 0.0 0.3 -0.9
H 1.8082 3.6344 -0.4442 0.1 -0.5 -0.4
H 2.2531 2.9907 -2.0312 0.4 0.4 -0.7
H 3.6605 2.0794 -0.3141 -0.6 -0.6 -0.1
H 2.1877 1.5281 0.5804 0.5 0.0 -0.5